{"formula": "C5H13NO", "method": "wB97M-V/def2-TZVPD", "symbols": ["H", "H", "H", "H", "C", "H", "H", "O", "C", "H", "C", "N", "H", "H", "H", "C", "C", "H", "H", "H"], "positions_angstrom": [[2.46061, 3.04016, -1.46608], [0.13056, 1.90383, -0.06995], [0.68433, -1.51878, 1.69926], [-1.62958, -0.13692, 0.47189], [0.26331, -0.75794, 0.96460], [0.91345, 3.68593, -1.16700], [-3.94936, -2.33890, 1.20109], [-4.12741, -3.21914, 1.54680], [0.78581, 1.67253, -0.89988], [-3.29870, -3.51575, 1.94946], [1.21757, -0.74458, -0.20010], [-1.16318, -0.99778, 0.75916], [0.40352, 0.10789, 1.61774], [-1.55601, -1.13005, 1.68479], [1.31155, -1.77263, -0.61334], [1.42009, 2.84621, -1.66172], [1.10456, 0.40742, -1.17329], [1.60493, 0.22644, -2.12443], [1.19400, 2.86658, -2.71217], [2.22995, -0.62451, 0.19319]], "forces_ev_per_angstrom": [[0.5315, -0.5673, 0.0008], [0.3290, 0.1252, 0.3767], [-0.8085, 0.2245, -1.0667], [0.3212, -0.1318, -0.3732], [1.0493, -0.5722, 2.5271], [0.1624, 0.4006, -0.6884], [0.1338, -0.0931, -0.0478], [0.1290, -0.0958, 0.2319], [0.8471, -0.5278, -0.6960], [-0.2358, 0.1667, -0.2366], [-0.4128, -0.5128, -0.3870], [-0.2739, 0.1299, -0.1324], [0.1303, 0.6751, -0.4406], [-0.0045, -0.3105, 0.0480], [-0.6371, 0.7327, -0.4180], [-2.1569, 0.4088, 1.4796], [0.5513, -0.2750, -0.1825], [0.2901, 0.0923, 0.1323], [0.0313, -0.0419, -0.4864], [0.0230, 0.1725, 0.3592]], "gap_ev": 9.826, "e_homo_ha": -0.334, "smiles": "C/C=C/CCN.O", "largest_force_ev_per_a": 2.80, "e_tot_ev": -8931.850}